1.
The following is a DFT calculation (ωB97M-V/def2-TZVPD) of the ion C9H12N5 with charge +1.

Positions of all 26 atoms, in Å:
N (1.54046, 0.11283, -1.87342)
C (1.54827, -0.19773, -0.55323)
C (2.49512, 0.20334, 0.34046)
N (2.48764, -0.17107, 1.63142)
C (1.44263, -0.90534, 2.12421)
N (0.45346, -1.26685, 1.32113)
C (0.30831, -0.85863, -0.13273)
N (-0.11037, -1.99937, -0.91141)
C (-0.87589, 0.12818, -0.17911)
C (-1.77825, 0.18252, -1.22317)
C (-2.78959, 1.15206, -1.09900)
C (-2.73642, 2.11954, -0.12280)
N (-1.80721, 2.08974, 0.85677)
C (-0.92952, 1.11871, 0.76478)
H (2.29587, 0.59196, -2.37057)
H (0.64318, 0.04079, -2.49173)
H (3.12577, 1.14844, -0.00341)
H (3.24265, 0.16791, 2.23919)
H (1.43866, -1.19121, 3.25419)
H (-0.16552, -1.92098, 1.74920)
H (0.47560, -2.90331, -0.78754)
H (-1.11060, -2.08884, -0.61452)
H (-1.72236, -0.55776, -1.94275)
H (-3.72848, 0.98452, -1.67394)
H (-3.51933, 2.90496, 0.15361)
H (-0.22407, 1.11560, 1.54437)

Values from the calculation:
orbital gap	8.16	eV
net charge	+1
E_HOMO	-11.734	eV
energy above the lowest of the compared OMol25 structures with the same formula, charge and spin	88.97	kJ/mol
strongest force on any atom	0.1037	hartree/bohr


2.
The following is a DFT calculation (ωB97M-V/def2-TZVPD) of the molecule C9H12NO3P.

Positions of all 26 atoms, in Å:
H (-2.10647, 1.31374, 0.96535)
N (-1.87032, 0.37249, 1.27739)
C (-0.38585, 0.07673, 0.38128)
C (0.28478, -1.12901, 0.60728)
C (-0.10247, -2.00372, 1.64149)
C (0.60352, -3.16405, 1.86198)
C (1.69806, -3.48164, 1.06416)
C (2.07834, -2.63648, 0.02855)
C (1.38371, -1.47005, -0.20639)
P (0.12744, 1.37603, -0.75668)
O (1.56254, 1.60149, -0.90058)
O (-0.55550, 0.99346, -2.15300)
C (-1.95235, 0.78759, -2.28255)
O (-0.69166, 2.68769, -0.27920)
C (0.02421, 3.81137, 0.20389)
H (-0.94974, -1.72263, 2.24413)
H (0.31724, -3.82557, 2.66318)
H (2.25559, -4.38712, 1.24944)
H (2.92355, -2.89160, -0.59241)
H (1.67038, -0.80466, -1.00477)
H (-2.46855, 1.74582, -2.36668)
H (-2.34985, 0.23896, -1.42591)
H (-2.09788, 0.20768, -3.19381)
H (1.09690, 3.61356, 0.18890)
H (-0.30191, 4.02424, 1.22290)
H (-0.19372, 4.66567, -0.43797)

Values from the calculation:
orbital gap (alpha / beta)	7.52 / 8.49	eV
net charge	0
E_HOMO (alpha / beta)	-8.319 / -9.768	eV
energy above the lowest of the compared OMol25 structures with the same formula, charge and spin	120.02	kJ/mol
strongest force on any atom	0.1376	hartree/bohr


3.
The following is a DFT calculation (ωB97M-V/def2-TZVPD) of the ion C9H12NO3S with charge -1.

Positions of all 26 atoms, in Å:
C (1.63607, -1.63333, -1.21212)
C (0.61674, -0.95749, -0.29276)
C (0.96482, -1.44112, 1.11996)
C (0.81284, 0.56539, -0.43565)
C (2.07955, 1.28775, 0.03557)
O (3.04261, 0.73954, 0.56028)
O (2.04706, 2.50133, -0.21683)
C (-0.48404, 1.54980, 0.51282)
O (-0.44567, 2.83616, 0.18558)
C (-1.77354, 0.84511, 0.17230)
C (-2.29337, -0.04975, 1.10617)
S (-3.65182, -0.86489, 0.37881)
C (-3.55081, 0.25932, -0.92908)
N (-2.46978, 1.00486, -0.91759)
H (2.55203, -0.94707, -0.82966)
H (1.37427, -1.65054, -2.32062)
H (1.73771, -2.61696, -0.87333)
H (-0.45231, -1.26628, -0.44713)
H (1.96476, -1.21847, 1.37328)
H (0.68089, -2.53807, 1.20971)
H (0.21892, -0.86371, 1.84171)
H (0.68069, 0.73284, -1.48840)
H (0.04567, 1.33202, 1.47250)
H (0.63379, 2.87502, -0.25633)
H (-1.77242, -0.55035, 1.89852)
H (-4.19469, 0.06890, -1.64769)

Values from the calculation:
orbital gap	7.22	eV
net charge	-1
E_HOMO	-4.625	eV
energy above the lowest of the compared OMol25 structures with the same formula, charge and spin	75.19	kJ/mol
strongest force on any atom	0.0991	hartree/bohr


4.
The following is a DFT calculation (ωB97M-V/def2-TZVPD) of the ion C9H12NS with charge +1.

Positions of all 23 atoms, in Å:
N (0.36725, 2.68307, -0.13585)
C (-0.13049, 1.28921, 0.05025)
C (0.80192, 0.33463, 0.13974)
S (2.51408, 0.73065, -0.02439)
C (2.96354, -0.96372, -0.00692)
C (1.93701, -1.78094, 0.16004)
C (0.59784, -1.13783, 0.34132)
C (-0.51356, -1.71161, -0.56152)
C (-1.85770, -1.34128, -0.01469)
C (-2.28128, -0.12812, 0.30207)
C (-1.62292, 1.20765, 0.08763)
H (1.13364, 2.68190, -0.82942)
H (0.76858, 3.04715, 0.73990)
H (-0.38915, 3.30652, -0.44537)
H (4.00463, -1.19510, -0.11615)
H (2.03731, -2.85121, 0.21844)
H (0.28588, -1.31043, 1.38206)
H (-0.38907, -1.33237, -1.57856)
H (-0.41802, -2.79496, -0.59491)
H (-2.52261, -2.16902, 0.18253)
H (-3.28028, -0.03555, 0.70879)
H (-2.01728, 1.58355, -0.86988)
H (-1.98931, 1.88780, 0.86488)

Values from the calculation:
orbital gap	8.54	eV
net charge	+1
E_HOMO	-11.960	eV
energy above the lowest of the compared OMol25 structures with the same formula, charge and spin	34.25	kJ/mol
strongest force on any atom	0.0160	hartree/bohr


5.
The following is a DFT calculation (ωB97M-V/def2-TZVPD) of the molecule C9H12O3.

Positions of all 24 atoms, in Å:
C (-1.16246, -2.27323, -1.48122)
C (-0.59037, -1.25618, -1.14432)
C (0.08415, 0.01272, -0.77040)
O (1.42663, -0.00207, -1.17471)
C (2.32881, -0.03090, -0.03645)
C (1.59431, -0.58491, 1.17644)
C (0.15258, 0.11088, 0.91376)
C (-0.93118, -0.79803, 1.54590)
O (0.16626, 1.44317, 1.06756)
C (-0.55575, 2.10635, 0.05406)
C (-0.68350, 1.24259, -1.17368)
O (-2.05241, 0.98277, -1.48948)
H (-1.57076, -3.13096, -1.88697)
H (2.82235, 0.96416, 0.00296)
H (3.10310, -0.72532, -0.30046)
H (1.47717, -1.68754, 1.03866)
H (2.25720, -0.22760, 2.07355)
H (-0.90400, -1.83538, 1.04269)
H (-1.98853, -0.36826, 1.20815)
H (-0.97199, -0.99523, 2.62108)
H (-0.05220, 3.01214, 0.00140)
H (-1.58843, 2.36575, 0.52788)
H (-0.30552, 1.72478, -2.15194)
H (-2.05546, -0.04969, -1.66445)

Values from the calculation:
orbital gap	10.56	eV
net charge	0
E_HOMO	-9.688	eV
energy above the lowest of the compared OMol25 structures with the same formula, charge and spin	410.35	kJ/mol
strongest force on any atom	0.0868	hartree/bohr


6.
The following is a DFT calculation (ωB97M-V/def2-TZVPD) of a cluster of 2 separate species, C9H12OS3 in total.

Positions of all 25 atoms, in Å:
O (-1.57003, 2.83497, -1.74786)
C (-2.16367, 1.91417, -0.92176)
C (-2.55245, 2.35276, 0.34438)
C (-3.16006, 1.46220, 1.22606)
C (-3.38328, 0.13544, 0.85411)
C (-2.99239, -0.29605, -0.41231)
C (-2.38312, 0.58942, -1.30163)
H (-1.34964, 2.39021, -2.60212)
H (-2.37034, 3.39916, 0.62276)
H (-3.46376, 1.81334, 2.22107)
H (-3.86268, -0.56285, 1.55279)
H (-3.16152, -1.33675, -0.71880)
H (-2.07579, 0.24791, -2.29889)
C (3.97420, -0.33665, -0.39693)
S (2.36212, 0.47651, -0.37393)
C (1.56066, -0.59598, 0.83767)
S (1.29284, -2.30862, 0.33193)
C (3.02432, -2.81077, 0.23011)
S (4.00979, -2.01668, -1.05786)
H (4.41088, -0.32711, 0.62026)
H (4.62749, 0.27406, -1.04939)
H (0.56040, -0.16295, 1.03104)
H (2.12712, -0.57249, 1.78847)
H (3.02683, -3.89509, 0.00724)
H (3.51208, -2.66817, 1.21358)

Values from the calculation:
orbital gap	9.37	eV
net charge	0
E_HOMO	-8.680	eV
strongest force on any atom	0.0235	hartree/bohr


7.
The following is a DFT calculation (ωB97M-V/def2-TZVPD) of a structure of composition C9H13AlBrClI2NOP.

Positions of all 30 atoms, in Å:
I (-2.87333, -1.49688, -0.66394)
I (-2.76212, 1.22559, -0.53472)
Al (1.87789, -0.19071, 0.16294)
P (0.46964, -0.03033, -2.17630)
C (-1.06853, -0.00662, -3.30063)
C (1.22407, 1.45189, -3.07954)
H (2.28101, -1.55661, -2.86831)
H (1.41766, -0.93527, -4.28409)
H (0.72975, -2.22110, -3.26742)
C (1.31795, -1.31528, -3.27396)
H (2.15529, 1.73087, -2.61851)
H (1.38172, 1.21938, -4.12703)
H (-0.86093, -0.02938, -4.38005)
H (-1.69416, 0.86308, -3.07828)
H (0.54645, 2.29505, -2.97459)
H (-1.73242, -0.85097, -3.07981)
C (-4.16765, -0.11852, 0.42383)
O (-4.78237, -0.22383, 1.49681)
Cl (3.96002, -0.07421, 0.40448)
Br (-2.20131, -1.55001, 4.94826)
C (-0.70700, -0.67530, 4.11071)
C (0.12747, 0.12406, 4.88508)
C (1.12676, 0.86900, 4.24713)
C (1.33748, 0.71441, 2.89656)
N (0.69936, -0.20525, 2.14900)
C (-0.44011, -0.76094, 2.72353)
H (-0.07295, 0.22902, 5.96615)
H (1.76631, 1.53830, 4.82885)
H (2.06800, 1.36120, 2.39817)
H (-1.12393, -1.38066, 2.06569)

Values from the calculation:
orbital gap (alpha / beta)	3.90 / 3.63	eV
net charge	+2
E_HOMO (alpha / beta)	-13.597 / -13.414	eV
energy above the lowest of the compared OMol25 structures with the same formula, charge and spin	643.97	kJ/mol
strongest force on any atom	0.1347	hartree/bohr


8.
The following is a DFT calculation (ωB97M-V/def2-TZVPD) of a cluster of 2 separate species, C9H13BClN3O8 in total.

Positions of all 35 atoms, in Å:
N (1.92243, -1.19204, 1.93915)
C (1.03568, -0.43264, 1.05781)
C (-0.32391, -0.24351, 1.75143)
C (-0.51820, 1.19236, 2.22726)
N (-1.90620, 1.50213, 2.55076)
C (-2.85990, 0.42364, 2.60921)
C (-2.76521, -0.60236, 1.45605)
Cl (-2.93513, -2.26665, 2.06208)
N (-1.44392, -0.50262, 0.78244)
H (2.22894, -0.60891, 2.71210)
H (2.77001, -1.43815, 1.43753)
H (0.91329, -1.00691, 0.13760)
H (1.44097, 0.54402, 0.77590)
H (-0.39080, -0.99243, 2.53890)
H (0.15063, 1.37149, 3.07333)
H (-0.20123, 1.84372, 1.41528)
H (-2.24365, 2.28168, 2.00746)
H (-2.79096, -0.11587, 3.55388)
H (-3.85704, 0.85604, 2.57360)
H (-3.54496, -0.48752, 0.71115)
H (-1.27622, -1.35735, 0.24983)
H (-1.43818, 0.30315, 0.09394)
B (1.42897, 0.04592, -2.92175)
O (1.12749, -0.55255, -4.20484)
C (1.95143, -1.58242, -4.42466)
O (1.96661, -2.28661, -5.38212)
C (2.87794, -1.69589, -3.17583)
O (3.73319, -2.50172, -2.99315)
O (2.51615, -0.72006, -2.33526)
O (1.73824, 1.49014, -3.01553)
C (0.90349, 2.21089, -2.29967)
O (0.88564, 3.39124, -2.13035)
C (-0.08275, 1.20997, -1.64064)
O (-0.97195, 1.48648, -0.85411)
O (0.22324, 0.00683, -2.00450)

Values from the calculation:
orbital gap	9.62	eV
net charge	0
E_HOMO	-9.797	eV
strongest force on any atom	0.0096	hartree/bohr


9.
The following is a DFT calculation (ωB97M-V/def2-TZVPD) of the molecule C9H13BN2O7.

Positions of all 32 atoms, in Å:
O (-0.74105, 1.44822, -4.12861)
C (-0.35261, 1.14702, -3.02941)
N (-0.63924, -0.10287, -2.46990)
C (-0.30422, -0.55655, -1.18235)
O (-0.60372, -1.67839, -0.82799)
N (0.36322, 0.37887, -0.41056)
C (0.69147, 0.14057, 1.04230)
C (1.34274, -1.23773, 1.27416)
C (0.30250, -2.05893, 2.08536)
O (0.05751, -3.25375, 1.37058)
C (-0.97118, -1.14658, 2.00410)
C (-1.87080, -1.33653, 3.20969)
O (-2.32235, -2.69007, 3.25888)
O (-0.48753, 0.18933, 1.85944)
C (0.64296, 1.62974, -0.92246)
C (0.37488, 2.05874, -2.18272)
B (1.03249, 3.34112, -2.75135)
O (0.82474, 3.68761, -4.08102)
O (1.84400, 4.12086, -2.01724)
H (-1.13094, -0.77879, -3.02394)
H (1.36793, 0.90834, 1.41811)
H (2.31059, -1.19151, 1.80421)
H (1.53776, -1.65342, 0.29107)
H (0.62245, -2.23171, 3.12281)
H (-0.19688, -2.98008, 0.46167)
H (-1.51975, -1.33234, 1.09249)
H (-1.36212, -1.08037, 4.11859)
H (-2.76790, -0.69975, 3.17428)
H (-1.66033, -3.21779, 2.77451)
H (1.07389, 2.31540, -0.23598)
H (0.18857, 3.08313, -4.54054)
H (2.35295, 4.77819, -2.55816)

Values from the calculation:
orbital gap	9.89	eV
net charge	0
E_HOMO	-9.859	eV
energy above the lowest of the compared OMol25 structures with the same formula, charge and spin	0.00	kJ/mol
strongest force on any atom	0.0472	hartree/bohr


10.
The following is a DFT calculation (ωB97M-V/def2-TZVPD) of a structure of composition C9H13BN2Sn.

Positions of all 26 atoms, in Å:
C (0.76669, -1.27441, -1.82903)
C (-0.60859, -1.39413, -2.23081)
C (-1.26780, -2.18327, -1.24610)
C (-0.34562, -2.50429, -0.20328)
C (0.94939, -1.97885, -0.56005)
Sn (0.11176, -0.03871, 0.06631)
C (-0.94111, 1.62349, -0.79244)
C (0.41083, 2.11970, -1.26010)
C (0.56038, 2.90738, -2.37932)
N (1.40656, 1.42631, -0.69794)
H (-2.31382, -2.51341, -1.30907)
H (-1.04506, -1.00500, -3.17064)
H (-0.54481, -3.16922, 0.65218)
H (1.87810, -2.04405, 0.01242)
H (1.56065, -0.78508, -2.39652)
H (-1.56905, 1.09083, -1.50156)
H (2.23487, 1.61114, -0.11794)
H (-1.46039, 1.91695, 0.14664)
H (-0.25840, 3.09664, -3.03651)
H (1.54900, 3.20228, -2.70264)
B (-0.15933, -0.01965, 4.61335)
C (-0.25474, -0.02427, 3.15728)
N (-0.30759, -0.01711, 1.98059)
H (0.89734, -0.60871, 4.83315)
H (-1.13762, -0.60086, 5.04528)
H (-0.11161, 1.16631, 4.92679)

Values from the calculation:
orbital gap	7.85	eV
net charge	0
E_HOMO	-7.974	eV
energy above the lowest of the compared OMol25 structures with the same formula, charge and spin	125.93	kJ/mol
strongest force on any atom	0.1038	hartree/bohr


11.
The following is a DFT calculation (ωB97M-V/def2-TZVPD) of the molecule C9H13BO2.

Positions of all 25 atoms, in Å:
C (-2.58553, -1.94981, 2.11400)
C (-1.47809, -1.26036, 1.34854)
C (-0.82159, -1.96289, 0.33152)
C (0.29213, -1.47432, -0.29617)
C (0.87811, -0.27862, 0.17049)
C (2.02211, 0.26137, -0.48970)
C (1.70324, 0.96296, -1.71766)
B (0.75390, 2.18540, -1.80335)
O (1.37760, 3.38347, -2.27616)
O (-0.61990, 2.03968, -1.63659)
C (0.19386, 0.47642, 1.15331)
C (-0.89939, -0.07382, 1.75813)
H (-3.16775, -1.15899, 2.61212)
H (-3.23813, -2.56568, 1.48795)
H (-2.14182, -2.57924, 2.88169)
H (-1.19918, -2.94587, 0.07106)
H (0.76468, -2.04958, -1.03809)
H (2.60905, -0.65358, -0.77782)
H (2.67550, 0.80914, 0.16826)
H (1.26863, 0.35488, -2.56563)
H (2.58265, 1.32345, -2.19632)
H (0.61947, 4.02456, -2.29517)
H (-0.87305, 1.18929, -1.14684)
H (0.57382, 1.45679, 1.50344)
H (-1.29032, 0.48539, 2.63901)

Values from the calculation:
orbital gap	9.50	eV
net charge	0
E_HOMO	-8.846	eV
energy above the lowest of the compared OMol25 structures with the same formula, charge and spin	58.41	kJ/mol
strongest force on any atom	0.0708	hartree/bohr


12.
The following is a DFT calculation (ωB97M-V/def2-TZVPD) of a cluster of 2 separate species, C9H13BrClN3O in total.

Positions of all 28 atoms, in Å:
C (-2.28215, 0.23903, 2.59817)
C (-2.61827, -0.65587, 1.59102)
C (-1.00236, 0.76964, 2.62590)
C (-1.81715, -0.81099, 0.48118)
C (-0.55966, -0.09635, 0.53404)
C (1.98075, 0.72304, -2.07123)
C (1.32929, -2.31094, 0.31791)
C (-0.67540, 2.69553, -0.53073)
C (0.97215, 0.84792, -1.07188)
N (-0.19455, 0.68784, 1.56705)
N (0.68789, -1.58720, -0.79833)
N (0.40957, -0.19790, -0.49456)
O (0.51138, 2.11470, -1.09005)
Cl (-2.17953, -1.78831, -0.88524)
Br (2.98928, -2.90702, -2.65521)
H (-3.02668, 0.43380, 3.39190)
H (-3.51720, -1.25851, 1.67095)
H (-0.67240, 1.59794, 3.27163)
H (2.75979, 1.54967, -1.80813)
H (1.68264, 1.00325, -3.08724)
H (2.42589, -0.27607, -2.19777)
H (1.52078, -3.36542, -0.13021)
H (2.29114, -1.77814, 0.52562)
H (0.64208, -2.42323, 1.20170)
H (-0.60704, 2.56549, 0.64605)
H (-1.60641, 2.13469, -1.01672)
H (-0.70585, 3.71171, -0.84868)
H (1.26202, -1.61831, -1.73714)

Values from the calculation:
orbital gap	6.42	eV
net charge	0
E_HOMO	-7.245	eV
energy above the lowest of the compared OMol25 structures with the same formula, charge and spin	0.00	kJ/mol
strongest force on any atom	0.0720	hartree/bohr


Number 1: energy -16970.4471 eV. Number 2: energy -26447.4922 eV. Number 3: energy -27994.8211 eV. Number 4: energy -21845.2230 eV. Number 5: energy -15665.8174 eV. Number 6: energy -44080.6253 eV. Number 7: energy -127713.9757 eV. Number 8: energy -43598.1094 eV. Number 9: energy -27536.7427 eV. Number 10: energy -19026.3097 eV. Number 11: energy -14317.6697 eV. Number 12: energy -98623.2605 eV.